61
Properties=species:S:1:pos:R:3:forces:R:3:nbo_charge:R:1 method="wB97M-V/def2-TZVPD" energy_ha=-1697.00910 smiles="Cc1ccc(-c2nnn(CC(=O)N(c3ccccc3F)[C@H](C(=O)NC3CCCC3)c3ccco3)n2)o1" e_above_lowest_ev=0.127
F -0.101750 2.226490 0.174965 0.1 -0.1 0.0 -0.328
O -2.735614 0.939823 -2.576230 0.1 0.2 -0.4 -0.622
O -1.817861 -3.055619 -0.272570 0.5 0.3 -0.1 -0.404
O 5.002572 0.905443 0.509165 -0.3 0.2 0.2 -0.384
O -2.182261 -0.658039 1.555343 0.0 0.0 0.3 -0.625
N 1.598409 -1.934096 1.336529 -1.0 -0.5 0.3 -0.027
N -0.795432 -0.414463 -0.211098 0.0 -0.1 -0.5 -0.462
N 2.383588 0.108435 1.417205 0.7 0.3 0.0 -0.249
N 1.351759 -0.682781 1.630081 1.0 0.0 0.0 -0.008
N -3.534356 0.724402 -0.464562 -0.3 0.1 0.4 -0.634
N 2.805523 -1.998417 0.910591 0.7 -0.2 -0.3 -0.252
C -2.550443 -2.029837 -0.754868 -0.9 0.1 -0.3 0.279
C 6.250661 0.944956 0.008059 0.9 -0.4 -0.4 0.309
C -5.963080 2.200738 1.423003 0.0 -0.1 0.1 -0.404
C -4.404602 1.880804 -0.457445 0.1 0.2 -0.3 -0.062
C 0.089509 -0.197174 2.082207 -0.8 0.0 0.4 -0.325
C 2.395752 -0.119886 -2.075133 0.0 -0.1 -0.1 -0.220
C -1.816571 -0.805855 -1.194950 -0.2 -0.2 -0.1 -0.161
C 3.298213 -0.737836 0.952892 -1.1 0.4 0.5 0.236
C 1.245782 -0.665548 -1.533672 0.0 0.2 0.1 -0.213
C -2.757908 0.388292 -1.495613 0.3 -0.5 0.0 0.681
C -5.801490 1.494037 0.069405 -0.1 0.1 0.0 -0.416
C 6.928648 2.262539 -0.098597 -0.3 -0.1 0.2 -0.653
C 6.668512 -0.316573 -0.318162 -0.1 0.7 0.1 -0.327
C -3.878832 2.932922 0.530752 0.0 -0.1 0.0 -0.409
C -2.672302 -4.046526 0.026205 -0.8 -0.4 0.1 0.093
C 5.606409 -1.185234 0.004374 -0.8 0.4 0.4 -0.242
C 4.609874 -0.388595 0.508730 1.0 -0.8 -0.5 0.198
C -4.537877 2.545158 1.850079 -0.1 0.2 0.0 -0.408
C 2.705576 1.213493 -1.863981 -0.1 0.0 0.0 -0.187
C -3.948466 -3.684985 -0.269030 0.5 -0.3 0.1 -0.312
C -3.871574 -2.366110 -0.780332 0.7 0.3 -0.1 -0.294
C 0.722496 1.458293 -0.570430 0.0 -0.2 -0.3 0.376
C 0.397517 0.117648 -0.759493 0.3 0.5 -0.1 0.132
C 1.866261 2.012696 -1.108190 -0.2 0.0 0.0 -0.252
C -1.071268 -0.440003 1.108174 0.3 0.0 0.4 0.716
H 0.192331 0.875461 2.268871 0.0 -0.2 0.0 0.267
H 2.083084 3.052823 -0.927542 0.0 0.1 0.0 0.234
H -5.852152 0.412089 0.192076 0.0 0.0 -0.1 0.210
H -2.790944 2.932198 0.574991 0.1 0.1 -0.1 0.221
H -4.045742 1.666907 2.270775 0.1 -0.1 0.1 0.200
H -1.277484 -1.016494 -2.127259 -0.2 0.1 0.2 0.249
H -6.476322 1.576000 2.151907 -0.1 0.0 0.0 0.212
H -4.681929 -1.758700 -1.126439 -0.1 0.2 -0.1 0.234
H -3.430477 0.216338 0.408112 0.1 -0.1 -0.2 0.435
H -4.833898 -4.272126 -0.139305 -0.1 -0.2 0.1 0.229
H -0.190427 -0.696042 3.015213 0.0 0.1 -0.2 0.255
H 7.891372 2.143079 -0.585771 0.0 0.0 0.0 0.231
H 3.056514 -0.744679 -2.655322 0.1 -0.1 -0.1 0.226
H 5.563692 -2.248102 -0.109856 -0.1 -0.2 0.0 0.240
H -4.213328 3.923947 0.222817 0.0 0.1 0.0 0.204
H 7.080622 2.691401 0.891312 0.1 0.1 0.0 0.230
H -6.537837 3.119702 1.299113 0.0 0.0 0.0 0.198
H 1.011138 -1.709679 -1.676399 -0.1 -0.1 0.0 0.236
H -4.505214 3.345681 2.587330 0.1 0.0 0.1 0.213
H -2.254191 -4.943160 0.437974 0.1 -0.1 0.1 0.205
H -4.425910 2.253610 -1.483844 0.0 0.0 0.2 0.237
H 3.605346 1.632460 -2.286218 0.1 0.1 0.0 0.222
H 7.616707 -0.587132 -0.735478 0.2 0.0 -0.1 0.229
H -6.582654 1.787378 -0.629686 0.0 -0.1 0.0 0.217
H 6.317464 2.958081 -0.671764 0.0 0.1 -0.1 0.226